Entry 1:
Entry from the Open Molecules 2025 dataset: a structure of composition C26H42BrNOP2Pd at a distorted geometry (ωB97M-V/def2-TZVPD).

- 2S+1: 5
- Charge: +4
- ΔE to the lowest compared entry with this formula, charge and spin: 0.0 kJ/mol
- HOMO level (alpha / beta): -19.1 / -19.1 eV

Each line ends with the Löwdin spin population.
Cartesian coordinates (Å):
C: -0.528 6.904 -6.145  0.087
C: -0.660 5.546 -6.538  0.017
C: -1.023 5.274 -7.866  0.087
C: -1.141 6.343 -8.755  0.073
N: -0.963 7.610 -8.394  0.756
C: -0.676 7.882 -7.129  0.075
C: -0.445 4.425 -5.644  0.327
C: -0.438 3.537 -4.744  -0.007
C: -0.973 3.011 -3.465  0.043
C: 0.068 2.585 -2.619  0.028
C: -0.259 1.879 -1.415  0.017
C: -1.580 1.517 -1.204  0.030
C: -2.487 1.596 -2.264  0.027
C: -2.184 2.287 -3.431  0.002
Pd: 0.051 1.576 -4.445  0.420
P: 1.846 -1.089 -1.957  0.568
H: -1.210 4.257 -8.211  0.007
H: -0.324 7.198 -5.109  0.006
H: -1.390 6.159 -9.782  0.015
H: -0.557 8.925 -6.874  0.017
H: -2.894 2.333 -4.270  0.000
H: 0.980 3.150 -2.733  0.000
H: -3.387 1.044 -2.168  0.001
H: 0.514 1.650 -0.731  0.001
C: 2.034 -2.570 -0.794  0.067
C: 3.051 -3.671 -1.095  0.024
H: 1.040 -3.037 -0.771  0.009
H: 2.201 -2.194 0.234  0.003
H: 3.084 -4.433 -0.294  0.005
H: 2.808 -4.219 -2.016  0.001
H: 4.088 -3.320 -1.198  0.001
C: 2.864 -1.623 -3.430  0.093
C: 3.494 -0.442 -4.183  0.003
H: 2.137 -2.133 -4.074  0.005
H: 3.638 -2.348 -3.145  0.018
H: 3.500 -0.645 -5.256  0.000
H: 2.944 0.500 -4.047  0.002
H: 4.537 -0.296 -3.884  0.000
C: 3.071 0.043 -1.084  0.086
C: 4.497 -0.441 -0.836  0.046
H: 2.611 0.300 -0.107  -0.001
H: 3.051 0.960 -1.699  0.000
H: 5.101 0.409 -0.482  0.012
H: 4.544 -1.227 -0.062  0.001
H: 4.969 -0.812 -1.755  0.001
Br: -1.963 0.280 0.087  0.018
P: -2.262 -2.868 -3.709  0.612
C: -0.465 -3.213 -3.697  0.091
C: -0.216 -4.669 -4.112  0.019
H: -0.051 -3.002 -2.687  0.018
H: 0.009 -2.504 -4.391  0.004
H: 0.846 -4.824 -4.337  0.000
H: -0.519 -5.378 -3.322  0.001
H: -0.800 -4.898 -5.012  0.005
C: -2.657 -2.662 -1.936  0.091
C: -4.061 -3.224 -1.679  0.016
H: -2.595 -1.586 -1.698  0.015
H: -1.911 -3.199 -1.337  0.002
H: -4.274 -3.262 -0.602  0.000
H: -4.818 -2.573 -2.136  0.000
H: -4.201 -4.239 -2.085  0.003
C: -2.465 -1.215 -4.457  0.093
C: -2.792 -1.376 -5.956  0.015
H: -1.530 -0.657 -4.281  0.017
H: -3.301 -0.689 -3.958  0.001
H: -3.109 -0.423 -6.394  0.000
H: -1.916 -1.713 -6.513  0.000
H: -3.594 -2.107 -6.120  0.004
C: 1.074 0.543 2.737  0.000
O: 1.161 0.406 1.313  0.002
H: 2.000 0.121 3.175  0.000
H: 0.194 0.017 3.139  0.000
H: 0.972 1.603 3.024  0.000
H: 0.288 0.509 0.898  0.000

***

Entry 2:
Entry from the Open Molecules 2025 dataset: a structure of composition C26H42Cl3N4O4PrSi at a distorted geometry (ωB97M-V/def2-TZVPD).

- 2S+1: 3
- ΔE to the lowest compared entry with this formula, charge and spin: 258.1 kJ/mol
- HOMO level (alpha / beta): -8.0 / -8.0 eV

Each line ends with the Löwdin spin population.
Cartesian coordinates (Å):
C: 3.603 1.082 4.827  0.000
C: 2.262 1.211 4.187  0.000
H: 3.561 1.239 5.922  0.000
H: 4.348 1.814 4.487  0.000
H: 3.951 0.053 4.739  0.000
C: 1.380 2.069 4.758  0.000
C: 1.707 3.151 5.726  0.000
H: 0.322 1.893 4.643  0.000
H: 2.379 3.936 5.351  0.000
H: 2.107 2.775 6.670  0.000
H: 0.769 3.629 6.010  0.000
Pr: 0.387 0.440 -2.501  2.033
Cl: 0.784 -1.834 -1.106  -0.005
Cl: 2.263 1.799 -3.761  -0.006
H: -0.384 -3.069 -7.364  0.000
H: 0.059 -5.024 -6.233  0.000
C: 0.132 -2.404 -6.677  0.000
C: 0.757 -4.486 -5.581  0.000
N: 0.312 -3.114 -5.432  0.000
H: -0.439 -1.504 -6.502  0.000
C: 0.299 -2.453 -4.291  0.000
O: 0.010 -1.212 -4.256  -0.004
H: 0.786 -4.952 -4.593  0.000
H: 0.548 -2.976 -3.358  0.000
H: 1.097 -2.156 -7.122  0.000
H: 1.747 -4.521 -6.054  0.000
H: 2.285 3.082 1.039  0.000
H: -0.156 4.177 2.616  0.000
C: 1.771 3.782 0.357  0.000
C: -0.234 4.628 1.611  0.000
N: 0.317 3.787 0.540  0.000
H: 2.042 3.518 -0.671  0.000
C: -0.598 3.154 -0.243  0.000
O: -0.423 2.652 -1.368  -0.001
H: -1.299 4.813 1.414  0.000
H: -1.597 3.160 0.212  0.000
H: 2.089 4.795 0.596  0.000
H: 0.286 5.587 1.609  0.000
O: 2.592 -0.131 1.993  0.000
C: 1.789 0.125 3.206  0.000
C: -0.355 1.255 2.264  0.000
C: 0.304 0.157 2.839  0.000
H: 0.229 2.045 1.848  0.000
C: -1.754 1.383 2.274  0.000
H: 1.812 -0.797 3.819  0.000
C: -0.503 -0.933 3.167  0.000
H: -2.254 2.292 1.908  0.000
C: -2.528 0.334 2.749  0.000
C: -1.900 -0.856 3.165  0.000
H: 0.007 -1.837 3.505  0.000
H: -3.610 0.407 2.728  0.000
H: -2.490 -1.715 3.476  0.000
Si: 3.928 -0.583 1.113  0.000
Cl: 1.867 1.065 -0.687  -0.014
C: 4.783 0.310 -0.507  0.000
C: 3.698 -2.227 0.290  0.000
C: 5.149 -0.081 2.334  0.000
H: 4.247 0.486 -1.454  0.000
H: 5.647 -0.311 -0.823  0.000
H: 5.235 1.281 -0.251  0.000
H: 5.437 0.966 2.270  0.000
H: 5.989 -0.761 2.345  0.000
H: 4.624 -0.228 3.265  0.000
H: 2.873 -2.788 0.736  0.000
H: 4.644 -2.750 0.468  0.000
H: 3.514 -2.217 -0.792  0.000
N: -7.001 0.423 -0.426  0.000
C: -5.931 0.009 0.344  0.000
O: -6.055 -0.276 1.519  0.000
C: -4.623 0.009 -0.353  0.000
C: -4.261 0.971 -1.295  0.000
C: -2.965 0.962 -1.810  0.001
N: -2.051 0.012 -1.507  -0.002
C: -2.404 -0.911 -0.574  0.001
C: -3.664 -0.939 0.022  0.000
H: -7.911 0.314 -0.017  0.000
H: -6.944 0.422 -1.421  0.000
H: -4.951 1.744 -1.626  0.000
H: -2.640 1.759 -2.486  0.000
H: -1.643 -1.632 -0.278  0.000
H: -3.881 -1.695 0.776  0.000

***

Entry 3:
Entry from the Open Molecules 2025 dataset: a cluster of 6 separate species, C26H42ClFNO20P2 in total at a distorted geometry (ωB97M-V/def2-TZVPD).

- Charge: -1
- HOMO level: -5.0 eV

Each line ends with the Mulliken charge.
Cartesian coordinates (Å):
N: 4.969 -0.442 2.637  -0.763
P: 5.138 0.504 1.298  0.635
O: 6.645 0.000 0.546  -0.530
O: 5.255 2.155 1.878  -0.487
P: 3.384 0.200 -0.031  0.559
C: 2.302 0.261 1.518  -0.753
C: 0.722 0.602 1.328  -0.717
C: 0.409 2.100 0.675  -0.203
Cl: -1.205 2.660 1.483  -0.278
C: 4.029 1.661 -1.076  -0.470
C: 3.287 3.096 -0.819  0.321
O: 3.564 3.988 0.135  -0.502
F: 2.132 3.449 -1.727  -0.253
C: 1.972 -0.232 -1.225  -0.115
O: 1.468 0.540 -2.190  -0.639
O: 1.374 -1.602 -1.093  -0.569
H: 4.952 0.171 3.499  0.215
H: 6.381 -0.206 -0.400  0.359
H: 6.208 2.309 2.211  0.301
H: 3.977 -1.108 -0.355  0.090
H: 2.363 -0.796 2.069  0.356
H: 2.777 1.030 2.292  0.504
H: 0.081 -0.261 0.808  0.180
H: 0.264 0.668 2.430  0.497
H: 1.211 2.874 1.031  0.186
H: 0.223 2.076 -0.481  0.281
H: 5.171 1.815 -0.763  0.402
H: 4.048 1.410 -2.234  0.417
C: -2.490 5.163 -3.057  -1.334
C: -2.202 5.904 -1.764  0.895
C: -1.172 6.985 -1.893  -0.630
O: -0.699 7.106 -0.563  -0.359
C: -0.848 5.869 0.002  0.458
O: -0.367 5.536 1.073  -0.544
O: -1.604 5.054 -0.797  -0.122
H: -3.516 5.369 -3.383  0.457
H: -1.836 5.491 -3.873  0.344
H: -2.380 4.080 -2.944  0.084
H: -3.136 6.283 -1.331  0.055
H: -1.594 7.930 -2.247  0.318
H: -0.324 6.707 -2.531  0.386
C: -3.463 6.141 2.466  -1.173
C: -4.491 7.238 2.256  0.553
C: -5.606 7.233 3.259  -0.599
O: -6.638 7.906 2.559  -0.322
C: -6.426 7.643 1.233  0.529
O: -7.224 7.889 0.343  -0.576
O: -5.201 7.063 1.040  -0.251
H: -2.500 6.582 2.748  0.330
H: -3.743 5.466 3.282  0.423
H: -3.311 5.542 1.563  0.119
H: -3.994 8.215 2.206  0.285
H: -5.347 7.762 4.180  0.307
H: -5.965 6.228 3.508  0.361
C: -0.795 -6.557 1.442  -1.013
C: -0.094 -5.347 0.850  0.561
C: 0.935 -5.682 -0.187  -0.156
O: 1.776 -4.542 -0.150  -0.289
C: 1.701 -4.061 1.128  0.582
O: 2.440 -3.207 1.591  -0.619
O: 0.688 -4.669 1.821  -0.399
H: -1.852 -6.552 1.155  0.331
H: -0.378 -7.498 1.067  0.108
H: -0.740 -6.569 2.535  0.284
H: -0.834 -4.632 0.471  0.279
H: 0.503 -5.819 -1.182  0.333
H: 1.542 -6.559 0.067  -0.017
C: -1.862 -0.530 -3.386  -1.328
C: -2.958 0.514 -3.270  0.804
C: -4.315 0.028 -3.681  -0.630
O: -4.975 1.236 -4.016  -0.322
C: -3.998 2.091 -4.448  0.619
O: -4.207 3.156 -5.006  -0.587
O: -2.754 1.589 -4.174  -0.364
H: -1.488 -0.790 -2.389  0.243
H: -2.229 -1.462 -3.829  0.369
H: -1.018 -0.175 -3.985  0.303
H: -2.968 0.938 -2.258  0.258
H: -4.838 -0.495 -2.876  0.300
H: -4.299 -0.608 -4.574  0.355
C: 4.530 -10.937 1.379  -1.283
C: 3.501 -9.840 1.169  0.599
C: 2.386 -9.845 2.171  -0.666
O: 1.354 -9.172 1.471  -0.264
C: 1.566 -9.435 0.146  0.577
O: 0.768 -9.189 -0.744  -0.543
O: 2.791 -10.015 -0.048  -0.364
H: 5.492 -10.496 1.661  0.324
H: 4.249 -11.612 2.195  0.328
H: 4.682 -11.536 0.475  0.317
H: 3.998 -8.863 1.119  0.285
H: 2.645 -9.316 3.093  0.325
H: 2.028 -10.850 2.421  0.344